CN2O3S | ωB97M-V/def2-TZVPD

Its frontier orbital gap is 8.02 eV. For the energy above the lowest of the compared OMol25 structures with the same formula, charge and spin, the calculation gives 5.252 eV. The LUMO energy comes out at -2.53 eV. As for the total charge: 0.

Geometry (Å):
C (-2.05, -0.69, 0.39)
N (-2.63, -1.02, 1.32)
N (1.53, 1.15, 0.17)
O (0.37, 0.66, 0.52)
O (2.12, 0.44, -0.66)
O (1.53, -0.70, -0.96)
S (-0.88, 0.15, -0.78)

CH3Cl2N4 | ωB97M-V/def2-TZVPD

Its frontier orbital gap is 9.07 eV. For the energy above the lowest of the compared OMol25 structures with the same formula, charge and spin, the calculation gives 2.194 eV. The LUMO energy comes out at -5.41 eV. As for the total charge: +1.

Geometry (Å):
C (0.46, -2.38, 0.79)
N (0.44, -1.52, 0.05)
N (-0.46, 2.20, -0.23)
N (-0.01, 2.21, 0.91)
N (-0.34, 1.13, -0.98)
Cl (-0.24, 3.57, 1.86)
Cl (-1.03, 1.00, -2.51)
H (0.48, -3.16, 1.50)
H (-0.98, 3.09, -0.47)
H (0.14, 0.19, -0.73)

C2H3NS3 | ωB97M-V/def2-TZVPD

Its frontier orbital gap (spin up / spin down) is 7.87 / 6.59 eV. The spin multiplicity is 3. For the energy above the lowest of the compared OMol25 structures with the same formula, charge and spin, the calculation gives 1.400 eV. The LUMO energy (spin up / spin down) comes out at 0.53 / -1.84 eV. As for the total charge: 0.

Geometry (Å):
C (-0.14, 1.51, 1.74)
C (0.32, -0.05, -0.69)
N (-0.76, 0.53, 2.19)
S (0.74, 1.36, 0.03)
S (-1.46, -0.86, 2.02)
S (1.41, -1.41, -0.72)
H (-0.20, 2.54, 2.05)
H (-0.58, -0.34, -1.06)
H (0.56, -2.17, -1.39)